Record 1
{"formula": "C22H24ClFN2O5S", "method": "wB97M-V/def2-TZVPD", "smiles": "Cc1ccc(S(=O)(=O)N2CCCCC2)cc1NC(=O)COC(=O)Cc1c(F)cccc1Cl", "homo_energy_ha": -0.3381, "energy_ev": -62497.5643, "relative_energy_kj_mol": 18.35, "homo_lumo_gap_ev": 9.869, "elements": ["C", "C", "C", "C", "C", "S", "O", "O", "N", "C", "C", "C", "C", "C", "C", "C", "N", "C", "O", "C", "O", "C", "O", "C", "C", "C", "F", "C", "C", "C", "C", "Cl", "H", "H", "H", "H", "H", "H", "H", "H", "H", "H", "H", "H", "H", "H", "H", "H", "H", "H", "H", "H", "H", "H", "H", "H"], "positions_angstrom": [[-3.617, 2.403, -2.360], [-3.004, 1.515, -1.329], [-3.762, 0.507, -0.739], [-3.244, -0.300, 0.256], [-1.948, -0.084, 0.690], [-1.281, -1.108, 1.997], [-2.378, -1.765, 2.656], [-0.389, -0.335, 2.810], [-0.298, -2.191, 1.148], [0.501, -3.021, 2.038], [-0.296, -4.178, 2.638], [-0.928, -5.008, 1.523], [-1.806, -4.102, 0.663], [-0.964, -2.953, 0.110], [-1.172, 0.910, 0.137], [-1.682, 1.690, -0.899], [-0.842, 2.670, -1.467], [-0.551, 2.765, -2.788], [-1.065, 2.114, -3.667], [0.536, 3.817, -3.089], [1.837, 3.287, -2.833], [2.254, 3.257, -1.572], [1.618, 3.695, -0.643], [3.607, 2.591, -1.435], [3.536, 1.656, -0.260], [4.309, 1.840, 0.879], [5.217, 2.837, 0.887], [4.187, 1.044, 2.002], [3.247, 0.030, 2.003], [2.460, -0.196, 0.887], [2.615, 0.610, -0.228], [1.621, 0.317, -1.619], [-3.239, 2.143, -3.349], [-4.699, 2.302, -2.358], [-3.352, 3.442, -2.174], [-4.782, 0.364, -1.063], [-3.829, -1.076, 0.723], [0.874, -2.361, 2.822], [1.348, -3.408, 1.458], [-1.082, -3.769, 3.275], [0.366, -4.793, 3.250], [-1.525, -5.817, 1.948], [-0.143, -5.454, 0.906], [-2.606, -3.690, 1.278], [-2.247, -4.661, -0.164], [-1.578, -2.257, -0.464], [-0.183, -3.346, -0.551], [-0.178, 1.075, 0.522], [-0.193, 3.117, -0.822], [0.519, 4.046, -4.155], [0.375, 4.719, -2.490], [3.838, 2.063, -2.361], [4.363, 3.357, -1.254], [4.812, 1.239, 2.859], [3.113, -0.583, 2.879], [1.708, -0.967, 0.888]]}

Record 2
{"formula": "FIO3S", "method": "wB97M-V/def2-TZVPD", "homo_energy_ha": -0.4150, "energy_ev": -27793.7913, "relative_energy_kj_mol": 46.62, "homo_lumo_gap_ev": 8.157, "elements": ["O", "O", "O", "F", "S", "I"], "positions_angstrom": [[0.257, -1.061, 1.055], [0.153, -0.756, -1.413], [-0.848, 0.958, 0.119], [1.233, 0.924, 0.030], [0.112, -0.222, -0.079], [-2.847, 0.053, 0.172]]}

Record 3
{"formula": "C8H14NOP", "method": "wB97M-V/def2-TZVPD", "multiplicity": 3, "homo_energy_ha": [-0.1921, -0.3677], "energy_ev": -21344.2160, "relative_energy_kj_mol": 0.00, "homo_lumo_gap_ev": [6.032, 7.042], "elements": ["C", "C", "C", "C", "C", "C", "C", "C", "N", "O", "P", "H", "H", "H", "H", "H", "H", "H", "H", "H", "H", "H", "H", "H", "H"], "positions_angstrom": [[1.156, 0.460, -1.976], [-0.103, 0.212, -1.973], [0.097, -1.559, -0.319], [2.152, -0.210, -1.002], [1.463, -1.083, 0.085], [-0.737, -0.668, -1.013], [-0.912, -0.059, 2.321], [-0.704, 2.161, 0.629], [-0.271, -2.664, 0.208], [-3.052, 0.755, 0.692], [-1.611, 0.550, 0.712], [1.631, 1.216, -2.678], [-0.801, 0.681, -2.656], [2.827, -0.805, -1.746], [2.661, 0.529, -0.462], [1.277, -0.465, 0.901], [2.089, -2.037, 0.299], [-1.675, -1.064, -1.516], [-0.931, -1.165, 2.432], [0.081, 0.371, 2.303], [-1.654, 0.337, 2.971], [-1.252, 2.836, 0.046], [-0.583, 2.466, 1.735], [0.143, 1.923, 0.082], [-1.290, -2.719, -0.075]]}

Record 4
{"formula": "C18H19MnN2O15P", "method": "wB97M-V/def2-TZVPD", "multiplicity": 6, "homo_energy_ha": [-0.0024, -0.1184], "energy_ev": -93277.0432, "homo_lumo_gap_ev": [4.597, 7.747], "charge": -2, "elements": ["Mn", "O", "C", "O", "C", "C", "C", "C", "C", "O", "C", "C", "O", "O", "H", "H", "H", "H", "H", "H", "H", "H", "O", "C", "O", "C", "C", "C", "C", "C", "C", "O", "N", "O", "O", "N", "O", "O", "H", "H", "C", "O", "P", "O", "C", "O", "C", "H", "H", "H", "H", "H", "H", "H", "H", "H"], "positions_angstrom": [[-0.140, 0.245, -0.298], [-0.487, 2.252, 3.207], [-0.627, 1.339, 2.413], [-0.531, 1.489, 1.124], [-1.031, -0.062, 2.901], [-2.188, -0.609, 2.057], [-2.862, -1.794, 2.754], [-1.812, -2.910, 2.533], [-0.725, -2.157, 1.769], [-1.495, -1.241, 0.974], [0.031, -1.198, 2.707], [1.341, -0.722, 2.091], [2.348, -0.613, 2.770], [1.296, -0.492, 0.822], [-1.300, 0.033, 3.955], [-2.853, 0.154, 1.655], [-3.804, -2.041, 2.264], [-3.064, -1.589, 3.805], [-2.211, -3.715, 1.918], [-1.434, -3.337, 3.464], [-0.110, -2.757, 1.100], [0.270, -1.664, 3.665], [-1.756, 2.046, -3.422], [-1.469, 1.121, -2.676], [-1.033, 1.370, -1.452], [-1.686, -0.293, -3.110], [-2.494, -0.486, -4.243], [-2.715, -1.776, -4.663], [-2.184, -2.891, -4.028], [-1.356, -2.723, -2.912], [-1.102, -1.381, -2.451], [-0.320, -1.204, -1.424], [-0.858, -3.854, -2.286], [0.013, -3.771, -1.372], [-1.187, -4.986, -2.763], [-3.570, -1.989, -5.844], [-3.839, -3.154, -6.166], [-4.103, -0.997, -6.358], [-2.914, 0.366, -4.753], [-2.391, -3.894, -4.362], [1.844, 0.701, -4.161], [2.612, 1.250, -3.099], [2.382, 0.568, -1.638], [3.464, 1.453, -0.827], [2.983, 2.322, 0.196], [3.205, -0.785, -1.893], [2.859, -2.049, -1.296], [2.220, 1.143, -5.083], [0.788, 0.950, -4.051], [1.960, -0.383, -4.210], [3.685, 2.266, 1.028], [1.998, 2.022, 0.560], [2.932, 3.342, -0.189], [3.383, -2.801, -1.887], [1.788, -2.241, -1.349], [3.209, -2.067, -0.267]]}

Record 5
{"formula": "CH11N2O3", "method": "wB97M-V/def2-TZVPD", "homo_energy_ha": -0.5175, "energy_ev": -10332.5563, "relative_energy_kj_mol": 75.76, "homo_lumo_gap_ev": 10.724, "charge": 1, "elements": ["N", "C", "N", "H", "H", "H", "H", "H", "H", "H", "O", "H", "H", "O", "H", "H", "O"], "positions_angstrom": [[0.086, -0.565, -0.259], [0.302, -1.566, -1.064], [1.477, -1.837, -1.619], [0.753, -0.216, 0.411], [-0.863, -0.447, 0.102], [-0.520, -2.181, -1.424], [1.537, -2.794, -1.933], [2.345, -1.525, -1.177], [-2.289, 0.113, 2.118], [-3.067, 0.341, 0.806], [-2.187, 0.195, 1.165], [4.535, -0.563, 0.054], [3.449, 0.502, 0.193], [3.584, -0.458, 0.200], [-3.226, 4.208, 1.349], [-3.006, 3.442, 0.058], [-2.909, 3.352, 1.017]]}

Record 6
{"formula": "H2N2O4S2", "method": "wB97M-V/def2-TZVPD", "homo_energy_ha": -0.3340, "energy_ev": -32866.7227, "relative_energy_kj_mol": 270.90, "homo_lumo_gap_ev": 7.275, "elements": ["N", "N", "O", "O", "O", "O", "S", "S", "H", "H"], "positions_angstrom": [[0.461, -3.971, -0.844], [-0.513, 0.608, 0.063], [0.423, -3.080, 0.451], [1.144, -1.458, -1.329], [-1.694, 0.386, -2.110], [-1.269, -1.890, -0.807], [0.170, -2.434, -0.946], [-1.844, 0.047, -0.724], [-0.521, 0.726, 1.061], [0.392, 0.137, -0.039]]}

Record 7
{"formula": "C50H34I4N5Ru", "method": "wB97M-V/def2-TZVPD", "multiplicity": 2, "homo_energy_ha": [-0.0031, -0.0520], "energy_ev": -94839.2410, "relative_energy_kj_mol": 72.58, "homo_lumo_gap_ev": [3.120, 4.449], "charge": -2, "elements": ["Ru", "I", "C", "C", "C", "C", "C", "C", "C", "C", "C", "C", "C", "C", "C", "C", "C", "C", "I", "C", "C", "C", "N", "C", "C", "C", "C", "C", "C", "I", "C", "C", "C", "C", "C", "C", "N", "C", "C", "C", "C", "C", "N", "C", "C", "C", "C", "I", "C", "C", "C", "C", "N", "H", "H", "H", "H", "H", "H", "H", "H", "H", "H", "H", "H", "H", "H", "H", "H", "H", "H", "H", "H", "H", "H", "H", "H", "N", "C", "C", "C", "C", "C", "C", "H", "H", "H", "H", "H", "H", "H", "H", "H", "H"], "positions_angstrom": [[0.395, 1.000, 0.379], [-9.413, 0.892, 1.166], [-7.299, 0.890, 1.049], [-6.561, 1.514, 2.041], [-5.180, 1.539, 1.937], [-4.514, 0.952, 0.856], [-5.298, 0.333, -0.126], [-6.679, 0.295, -0.035], [-3.043, 0.990, 0.733], [-2.519, 1.527, -0.455], [-3.302, 2.238, -1.424], [-2.443, 2.708, -2.366], [-1.127, 2.278, -1.983], [0.071, 2.580, -2.660], [0.018, 3.536, -3.782], [0.762, 4.722, -3.703], [0.666, 5.710, -4.667], [-0.172, 5.509, -5.752], [-0.362, 7.029, -7.211], [-0.899, 4.341, -5.885], [-0.795, 3.363, -4.907], [1.353, 2.130, -2.266], [1.682, 1.497, -1.107], [3.039, 1.281, -1.135], [3.806, 0.769, -0.068], [5.274, 0.707, -0.221], [6.014, 1.832, -0.607], [7.394, 1.793, -0.718], [8.057, 0.613, -0.427], [10.167, 0.542, -0.571], [7.365, -0.520, -0.040], [5.984, -0.466, 0.056], [3.296, 0.451, 1.200], [4.109, 0.246, 2.361], [3.267, 0.139, 3.423], [1.928, 0.247, 2.917], [1.973, 0.453, 1.568], [0.754, 0.178, 3.692], [-0.569, 0.246, 3.175], [-1.741, -0.164, 3.891], [-2.803, 0.013, 3.051], [-2.282, 0.556, 1.836], [-0.919, 0.631, 1.929], [0.872, 0.129, 5.160], [1.638, -0.819, 5.850], [1.752, -0.791, 7.232], [1.095, 0.194, 7.946], [1.287, 0.257, 10.055], [0.304, 1.135, 7.305], [0.193, 1.090, 5.927], [3.553, 1.680, -2.406], [2.515, 2.232, -3.097], [-1.200, 1.578, -0.822], [-7.056, 1.989, 2.878], [-4.597, 2.053, 2.690], [-4.802, -0.143, -0.961], [-7.266, -0.201, -0.798], [-4.362, 2.422, -1.367], [-2.699, 3.301, -3.228], [1.396, 4.875, -2.839], [1.216, 6.636, -4.556], [-1.541, 4.190, -6.743], [-1.339, 2.435, -5.029], [5.495, 2.763, -0.784], [7.942, 2.676, -1.017], [7.895, -1.438, 0.178], [5.441, -1.360, 0.336], [5.185, 0.232, 2.392], [3.554, 0.029, 4.454], [-1.752, -0.576, 4.887], [-3.830, -0.250, 3.247], [2.126, -1.607, 5.293], [2.337, -1.545, 7.743], [-0.216, 1.897, 7.870], [-0.405, 1.829, 5.410], [4.564, 1.545, -2.753], [2.538, 2.644, -4.093], [0.298, 3.940, 1.585], [0.375, 2.886, 1.101], [1.306, -2.835, 0.675], [0.680, -2.181, -0.572], [-0.261, -3.199, -1.244], [1.796, -1.830, -1.559], [-0.092, -0.965, -0.143], [1.868, -3.733, 0.391], [0.533, -3.118, 1.394], [1.982, -2.135, 1.170], [0.301, -4.060, -1.626], [-0.782, -2.729, -2.082], [-1.007, -3.565, -0.534], [2.355, -2.726, -1.855], [2.493, -1.124, -1.112], [1.376, -1.368, -2.456], [-1.130, -1.237, 0.095]]}

Record 8
{"formula": "C2HCl2O3", "method": "wB97M-V/def2-TZVPD", "homo_energy_ha": -0.0967, "energy_ev": -33277.9556, "relative_energy_kj_mol": 228.88, "homo_lumo_gap_ev": 6.078, "charge": -1, "elements": ["C", "C", "O", "O", "O", "Cl", "Cl", "H"], "positions_angstrom": [[-1.009, -2.277, 0.335], [0.603, 1.883, 0.263], [-1.214, -1.689, -0.616], [-0.855, -2.958, 1.286], [1.625, 1.747, -0.602], [-0.958, 1.905, -0.434], [0.400, 0.108, 1.235], [1.408, 1.282, -1.466]]}

Record 9
{"formula": "C3H2Br2N2O4", "method": "wB97M-V/def2-TZVPD", "homo_energy_ha": -0.3953, "energy_ev": -154392.6286, "relative_energy_kj_mol": 43.85, "homo_lumo_gap_ev": 9.938, "elements": ["C", "C", "C", "N", "N", "O", "O", "O", "O", "Br", "Br", "H", "H"], "positions_angstrom": [[0.056, -1.812, -0.792], [0.225, 0.235, -0.865], [0.002, -0.833, -1.954], [0.417, -0.652, 0.086], [-0.059, 1.724, 2.213], [-0.239, -2.903, -0.471], [0.035, 2.506, 3.110], [-0.117, 0.411, 2.629], [-0.275, 1.924, 1.059], [1.420, -1.009, -3.199], [-1.686, -0.632, -2.846], [0.208, 1.340, -0.882], [0.014, -0.300, 1.911]]}